No. 1
157
Properties=species:S:1:pos:R:3 method="wB97M-V/def2-TZVPD" lumo_ev=-3.803 de_lowest_ev=0.0000 homo_lumo_gap_ev=6.01 total_charge=+1 e_homo_ha=-0.36074 e_tot_ha=-5305.42198
C 3.1623 -3.2471 2.8052
C 1.9680 -2.3054 2.6240
P 2.6687 -0.5802 2.5276
C 2.1701 0.3593 4.0432
C 1.9587 0.3103 1.0343
C 2.9922 0.6346 0.1368
C 4.4362 0.2241 0.3411
N 5.2732 1.2838 0.9280
C 4.6013 2.4259 1.5255
C 2.7776 1.3910 -1.0482
C 3.8891 1.7900 -1.9864
C 4.2661 0.6602 -3.0005
C 3.1965 -0.3961 -3.2438
C 3.5642 -1.2927 -4.4320
S 3.3604 -0.5002 -6.0444
C 1.6493 -0.4878 -6.2368
N 1.0515 -0.4658 -7.3913
N -0.2933 -0.4335 -7.1687
C -0.4476 -0.4405 -5.8807
O 0.7224 -0.4760 -5.2233
C 1.5196 1.8157 -1.3470
C 0.4269 1.4945 -0.5093
C -0.8474 1.9843 -0.8941
P -1.1132 3.0366 -2.4918
O 0.0608 4.1533 -2.2933
O -0.4117 1.9902 -3.5189
N -1.9078 1.7267 -0.1240
P -3.5265 2.4271 -0.7462
O -4.5577 1.1842 -0.9025
Cl -4.2621 3.6841 0.7226
C -1.8044 0.9579 1.0340
P -3.3853 0.7221 1.8837
C -4.4669 -0.6664 1.4513
C -5.9629 -0.2427 1.5208
C -3.7926 1.7785 3.3078
C -2.6984 2.8153 3.6557
C -0.5837 0.4402 1.4460
P -0.5725 -0.6057 2.9854
C -1.6620 -2.0318 2.5509
O -1.4227 0.2236 4.1468
C 0.6048 0.7303 0.6827
H 2.8555 -4.2588 3.0588
H 3.8589 -2.8768 3.5520
H 3.7130 -3.3025 1.8656
H 1.3987 -2.5459 1.7304
H 1.3627 -2.3600 3.5222
H 3.0338 0.8726 4.4500
H 1.4117 1.0949 3.7818
H 1.7307 -0.3148 4.7699
H 4.8274 0.0210 -0.6525
H 4.5188 -0.7084 0.8786
H 5.9465 0.8896 1.5646
H 4.1713 3.0825 0.7742
H 3.8633 2.1760 2.2924
H 5.3604 3.0217 2.0279
H 3.5712 2.6393 -2.5804
H 4.7861 2.0121 -1.4188
H 4.5221 1.0986 -3.9615
H 5.1517 0.1389 -2.6440
H 2.2440 0.0717 -3.4840
H 3.0649 -1.0613 -2.3919
H 4.6027 -1.6097 -4.3898
H 2.9541 -2.1913 -4.3967
H -1.4029 -0.4043 -5.3963
H 1.3872 2.4125 -2.2231
H -0.3202 4.9693 -1.9488
H 0.1221 2.4475 -4.1839
H -4.2686 0.6395 -1.6481
H -4.3383 -1.5760 2.0314
H -4.2663 -0.9392 0.4203
H -6.0549 0.8227 1.7049
H -6.4351 -0.4182 0.5609
H -6.4895 -0.8197 2.2714
H -4.0259 1.1691 4.1769
H -4.7061 2.3235 3.0882
H -3.1322 3.8078 3.6273
H -2.3199 2.5963 4.6429
H -1.8827 2.8039 2.9384
H -1.9432 -2.0060 1.5018
H -2.5516 -2.0470 3.1719
H -1.0815 -2.9357 2.7056
H -2.1579 -0.3374 4.4222
C 0.5733 -3.7710 -6.3125
C 1.5178 -4.0817 -7.4622
O 1.8113 -5.4576 -7.6095
C 0.7067 -6.3068 -7.8640
C -0.0521 -5.9725 -9.1367
H 0.9745 -4.1488 -5.3686
H 0.4430 -2.6983 -6.2260
H -0.4062 -4.2274 -6.4599
H 2.4784 -3.5958 -7.2840
H 1.1306 -3.6670 -8.3984
H 0.0289 -6.3230 -7.0021
H 1.1265 -7.3092 -7.9463
H -0.5034 -4.9800 -9.0972
H -0.8530 -6.6949 -9.2961
H 0.6173 -5.9974 -9.9971
C -7.0964 3.1674 -3.1125
C -6.9064 4.0956 -1.9251
O -6.6270 5.4356 -2.2785
C -7.6194 6.0979 -3.0463
C -8.9721 6.1907 -2.3629
H -6.2141 3.1879 -3.7563
H -7.2580 2.1437 -2.7711
H -7.9543 3.4482 -3.7226
H -6.0480 3.7669 -1.3411
H -7.7715 4.0484 -1.2533
H -7.7149 5.6304 -4.0324
H -7.2302 7.1017 -3.2155
H -9.4098 5.2076 -2.1841
H -9.6674 6.7541 -2.9849
H -8.8794 6.6930 -1.3991
C 4.6372 -2.3071 8.9059
C 4.2523 -3.1588 7.7084
O 4.9612 -2.8387 6.5236
C 6.3694 -2.9785 6.5881
C 6.8418 -4.3875 6.9017
H 4.4953 -1.2484 8.6851
H 4.0207 -2.5714 9.7657
H 5.6805 -2.4460 9.1902
H 3.2006 -2.9947 7.4696
H 4.3569 -4.2245 7.9402
H 6.7878 -2.2580 7.3005
H 6.7400 -2.6914 5.6026
H 6.5099 -4.7212 7.8854
H 7.9311 -4.4296 6.8876
H 6.4548 -5.0932 6.1651
C 9.2258 0.2936 6.8365
C 7.8180 0.8367 7.0146
O 7.3528 0.8004 8.3503
C 8.1050 1.5420 9.2954
C 8.1842 3.0289 8.9960
H 9.2884 -0.7311 7.2065
H 9.5011 0.3016 5.7813
H 9.9651 0.8856 7.3767
H 7.1209 0.2186 6.4461
H 7.7393 1.8515 6.6074
H 9.1080 1.1154 9.4058
H 7.5981 1.3922 10.2485
H 8.6973 3.2312 8.0548
H 8.7306 3.5415 9.7876
H 7.1837 3.4582 8.9273
C -8.3412 -0.3588 -7.3662
C -8.0448 0.0780 -5.9421
O -9.0942 0.8010 -5.3274
C -10.3323 0.1223 -5.2036
C -10.2613 -1.1520 -4.3799
H -8.5828 0.5046 -7.9868
H -7.4737 -0.8633 -7.7925
H -9.1838 -1.0492 -7.4157
H -7.1897 0.7560 -5.9432
H -7.7613 -0.7838 -5.3253
H -10.7590 -0.0788 -6.1919
H -11.0016 0.8302 -4.7151
H -9.6115 -1.9000 -4.8364
H -11.2542 -1.5912 -4.2831
H -9.8742 -0.9402 -3.3818


No. 2
180
Properties=species:S:1:pos:R:3 method="wB97M-V/def2-TZVPD" lumo_ev="-1.792 / -1.836" homo_lumo_gap_ev="7.72 / 7.35" total_charge=+1 e_homo_ha="-0.34942 / -0.33753" e_tot_ha=-7635.99277 multiplicity=3
Pt 21.0287 25.4709 -23.8145
C 19.2324 22.6043 -19.9681
C 20.7150 23.1091 -19.7671
C 21.3606 21.9523 -18.9814
C 22.8713 21.9474 -18.8626
C 23.3747 21.8955 -20.3115
C 22.8920 23.0871 -21.1995
N 21.4192 23.2308 -21.0471
O 20.8304 23.9798 -21.9575
C 23.3470 22.6877 -22.6003
C 23.5354 24.4163 -20.6861
C 20.7849 24.3733 -18.8978
H 19.2884 21.6981 -20.5660
H 18.5694 23.3307 -20.4377
H 18.7606 22.4147 -19.0032
H 21.0839 21.0035 -19.4483
H 20.8309 22.0532 -18.0290
H 23.0942 21.0421 -18.3001
H 23.2314 22.9012 -18.4780
H 23.2308 20.9117 -20.7686
H 24.4657 21.9759 -20.3277
H 22.9099 21.8050 -23.0626
H 24.3594 22.2863 -22.4431
H 23.6241 23.4524 -23.3265
H 23.3172 25.0982 -21.5189
H 24.6070 24.3414 -20.5039
H 23.0936 25.0491 -19.9154
H 20.6839 25.2602 -19.5235
H 21.6412 24.5237 -18.2386
H 19.9247 24.3863 -18.2265
C 25.9012 19.3042 -22.6744
C 26.2528 18.9537 -24.0989
O 27.4417 19.6756 -24.3334
C 27.8463 20.3612 -23.2532
O 28.9221 20.8796 -23.1549
O 26.9955 20.1585 -22.2559
H 25.8592 18.4690 -21.9799
H 25.1078 20.0500 -22.6257
H 25.4857 19.3265 -24.7836
H 26.3554 17.9213 -24.4339
C 24.4233 23.9463 -14.5302
C 23.4959 24.1077 -15.7528
O 22.2454 23.8530 -15.0713
C 22.3718 24.1426 -13.7587
O 21.4249 24.4019 -13.0551
O 23.6148 24.0474 -13.3770
H 25.0967 24.8016 -14.5084
H 24.8556 22.9505 -14.5149
H 23.6317 23.3269 -16.4959
H 23.5492 25.0964 -16.2111
C 16.7624 25.6900 -20.3225
C 16.8336 24.9704 -18.9382
O 16.2008 23.7782 -19.2007
C 15.6165 23.6548 -20.3852
O 15.0604 22.6887 -20.7947
O 15.7884 24.8703 -21.0475
H 17.6697 25.8831 -20.8894
H 16.3404 26.6391 -19.9954
H 16.3013 25.6534 -18.2800
H 17.8701 24.8190 -18.6474
C 21.8039 28.4111 -16.1529
C 21.1740 27.5354 -15.0462
O 20.3024 26.7258 -15.8231
C 20.0997 27.2402 -17.0313
O 19.2974 26.7641 -17.7817
O 20.7956 28.3857 -17.1517
H 22.7677 28.0041 -16.4596
H 22.0113 29.3708 -15.6812
H 20.8420 28.1790 -14.2335
H 21.9734 26.9279 -14.6223
C 28.5028 19.4679 -17.3346
C 28.6111 19.0322 -18.8216
O 27.7550 19.9225 -19.4941
C 27.3524 20.9238 -18.6716
O 26.7124 21.8864 -18.9718
O 27.8751 20.7451 -17.4632
H 29.5121 19.7248 -17.0122
H 27.9715 18.8738 -16.5966
H 28.2892 17.9929 -18.8760
H 29.6658 19.0506 -19.0951
C 22.2137 20.1335 -14.8705
C 22.6982 20.3904 -13.4191
O 24.0683 20.7208 -13.5257
C 24.4761 20.5232 -14.7512
O 25.5606 20.5788 -15.2471
O 23.4028 20.2766 -15.5898
H 21.3954 20.7825 -15.1932
H 21.7182 19.1579 -14.8748
H 22.6429 19.4412 -12.8783
H 22.0233 20.9840 -12.8028
C 19.3323 29.1258 -21.0808
S 20.4077 27.5925 -21.0854
O 20.5438 27.2860 -22.5404
C 22.0466 28.4121 -20.7192
H 19.8218 29.8848 -21.6956
H 19.2639 29.7145 -20.1626
H 18.3324 28.8867 -21.4326
H 22.0927 29.3928 -21.1885
H 22.7446 27.6646 -21.0874
H 22.0851 28.5506 -19.6388
C 20.1715 20.5902 -23.1804
S 19.1219 21.8855 -23.9091
O 18.8103 21.5427 -25.3271
C 17.5899 21.4435 -23.0049
H 19.9595 19.6783 -23.7567
H 19.9370 20.2579 -22.1714
H 21.2129 20.6682 -23.4904
H 17.3620 20.3878 -22.8491
H 16.7237 21.9349 -23.4448
H 17.6217 21.8312 -21.9847
C 20.4300 18.5110 -18.1130
S 18.9407 17.5022 -17.7888
O 19.2974 16.1381 -18.2952
C 19.1180 17.3832 -15.9562
H 20.6336 18.4404 -19.1807
H 21.1983 17.8279 -17.7380
H 20.3622 19.4713 -17.6115
H 18.9202 18.4126 -15.6420
H 20.1221 17.1962 -15.5658
H 18.4884 16.6300 -15.4911
C 25.5838 25.6173 -23.7250
S 24.2831 26.5877 -24.5194
O 23.0195 26.2710 -23.7113
C 24.7250 28.2595 -24.0450
H 26.4710 26.2534 -23.7501
H 25.7435 24.6818 -24.2496
H 25.3224 25.6003 -22.6671
H 24.4755 28.9296 -24.8718
H 25.7976 28.4031 -23.9048
H 24.2166 28.7741 -23.2287
C 22.3979 15.4795 -23.7695
S 23.1140 17.0666 -23.2204
O 23.1752 17.9321 -24.4363
C 21.6643 17.4818 -22.2265
H 22.2798 14.6731 -23.0439
H 23.0807 15.0348 -24.4966
H 21.4411 15.6041 -24.2773
H 21.8482 18.5140 -21.9204
H 21.3148 16.8207 -21.4375
H 20.8591 17.5661 -22.9615
C 25.2762 29.5435 -17.4247
S 25.5751 28.0001 -18.3275
O 24.2268 27.3255 -18.4563
C 26.1597 28.7269 -19.9129
H 26.1522 30.0507 -17.0136
H 24.8315 29.2386 -16.4756
H 24.6873 30.2326 -18.0258
H 26.7132 29.6507 -19.7768
H 25.3396 28.8066 -20.6288
H 26.7503 27.9067 -20.3230
C 18.3806 24.0361 -15.1124
S 16.7277 24.6815 -14.4906
O 16.6820 26.1111 -15.0365
C 15.7297 23.8276 -15.7262
H 18.3482 22.9446 -15.1030
H 19.1535 24.3669 -14.4196
H 18.6228 24.3770 -16.1179
H 15.8305 24.2801 -16.7052
H 14.7010 23.8610 -15.3709
H 16.0644 22.7891 -15.7476
C 24.5711 18.3998 -18.5589
S 25.1727 16.7443 -17.9346
O 26.6576 16.7098 -17.7924
C 24.3837 16.8896 -16.2776
H 23.4936 18.2228 -18.5847
H 25.0697 18.5781 -19.5076
H 24.6865 19.2271 -17.8557
H 24.7250 16.0053 -15.7419
H 23.2938 16.8962 -16.2756
H 24.7226 17.8161 -15.8134
C 22.3298 21.8168 -26.4872
S 21.8279 23.5516 -26.6407
O 21.6175 24.1027 -25.2433
C 23.3383 24.3226 -27.2129
H 22.5374 21.4999 -27.5107
H 21.4021 21.3126 -26.2104
H 23.1496 21.5900 -25.8101
H 24.2328 24.2993 -26.5898
H 23.0360 25.3730 -27.1576
H 23.6074 24.1284 -28.2500